1.
Formula: C12H10Cl5N2Rh
Source: the Open Molecules 2025 dataset
Level of theory: ωB97M-V with the def2-TZVPD basis set

Each line ends with the Mulliken charge.
Positions of all 30 atoms, in Å:
1 Rh 0.1207 0.5320 -0.7117  -0.1973
2 C -0.1651 2.8952 -1.5849  -0.5729
3 C 1.1449 2.6994 -1.1833  -0.5356
4 C 1.4253 2.2198 0.1335  -0.1731
5 C 0.3702 1.9021 1.0030  -0.6099
6 C -0.9647 2.1449 0.6037  -0.4764
7 C -1.2270 2.6810 -0.6612  -0.0042
8 H -0.3861 3.2027 -2.5983  0.4677
9 H 1.9480 2.8643 -1.8907  0.5832
10 H 2.4480 2.0370 0.4367  0.4612
11 H 0.5766 1.4777 1.9763  0.6129
12 H -1.7767 1.9019 1.2765  0.4811
13 H -2.2523 2.8255 -0.9752  0.4857
14 Cl -2.2910 -0.6619 -1.1775  -0.1049
15 C -1.5543 -1.4262 0.2414  1.0752
16 C -0.2923 -0.9313 0.5316  -0.7976
17 C 0.4564 -1.5055 1.5463  0.8321
18 Cl 2.1021 -1.0320 1.7846  -0.1383
19 C -0.1238 -2.5075 2.3374  0.0754
20 Cl 0.7611 -3.1815 3.6295  -0.1249
21 C -1.4240 -2.9562 2.0630  0.4375
22 Cl -2.1276 -4.1671 3.0298  -0.1030
23 C -2.1558 -2.4309 0.9848  -0.0384
24 Cl -3.7119 -2.9828 0.5868  -0.1268
25 N 0.8392 -1.2325 -2.0135  -0.2730
26 N 1.8354 -0.3335 -1.5407  -0.2550
27 H 0.9658 -2.1832 -1.6777  0.2733
28 H 0.6533 -1.1920 -3.0107  0.2307
29 H 2.3585 0.0943 -2.3007  0.2733
30 H 2.4471 -0.7537 -0.8387  0.2420

Force components x, y, z for each atom (eV/Å):
3.5 1.8 -0.2
-0.2 0.0 0.1
-0.2 0.1 0.0
-0.4 -0.5 -0.3
0.0 0.2 0.3
-0.5 0.4 -0.1
-0.1 -0.7 0.0
0.0 0.1 0.0
0.1 0.1 0.1
0.0 0.0 0.0
0.1 0.1 0.0
0.0 0.1 0.0
0.0 0.1 0.0
-0.5 -0.7 0.4
0.1 0.4 -0.1
-0.3 -0.7 0.3
-0.4 0.0 -0.2
0.1 0.1 0.0
0.1 0.0 0.0
0.0 0.0 0.0
-0.1 0.0 0.0
0.0 0.0 0.0
0.2 0.1 -0.1
0.0 0.0 0.0
-0.2 -0.3 -0.5
-1.6 -0.7 0.5
-0.1 0.0 0.0
0.4 0.0 -0.1
0.0 0.2 0.1
0.0 -0.1 -0.1

The value obtained for the relative energy (zero: lowest compared OMol25 entry of this formula, charge and spin) is 126.08 kJ/mol. The molar mass comes out at 462.4 g mol⁻¹. The calculation puts the gap between HOMO and LUMO at 5.7 eV. Its net charge is +2.

---

2.
Formula: C12H10ClF
Source: the Open Molecules 2025 dataset
Level of theory: ωB97M-V with the def2-TZVPD basis set

Each line ends with the natural charge from an NBO analysis.
Positions of all 24 atoms, in Å:
1 C -3.6770 0.2589 -0.3077  -0.2034
2 C -3.1752 1.5841 -0.4574  -0.2110
3 C -2.7973 -0.8140 -0.0057  -0.2104
4 C -1.8412 1.8237 -0.2476  -0.1741
5 C -1.4262 -0.5118 0.1109  -0.2013
6 C -0.9576 0.7824 0.0822  -0.0833
7 C 2.5005 -0.7861 0.7053  -0.1996
8 C 1.3411 -0.1951 1.0619  -0.1599
9 C 2.4756 0.3867 -1.4056  -0.1933
10 C 1.2698 0.9305 -1.0752  0.3508
11 C 3.3407 -0.4248 -0.4757  -0.4815
12 C 0.5321 1.0354 0.1593  -0.0795
13 F 0.6985 1.4836 -2.2526  -0.3654
14 Cl 0.8857 2.6375 1.0561  -0.0685
15 H -4.6872 -0.0981 -0.4632  0.2151
16 H -3.8111 2.4126 -0.7944  0.2207
17 H -3.3585 -1.8231 0.1867  0.2279
18 H -1.5663 2.8891 -0.3626  0.2331
19 H -0.7186 -1.2135 0.5977  0.2228
20 H 2.6765 -1.5392 1.4407  0.2251
21 H 0.6335 -0.5440 1.9211  0.2250
22 H 2.8532 0.3846 -2.4285  0.2317
23 H 4.1934 0.1831 -0.1905  0.2450
24 H 3.6717 -1.3670 -0.8763  0.2338

Force components x, y, z for each atom (eV/Å):
1.3 -0.8 -0.2
-1.2 -1.4 -0.2
-1.5 0.4 0.0
0.2 0.9 -0.1
-0.1 -1.4 2.1
-0.1 1.1 -1.2
-2.3 1.4 1.5
-2.3 1.2 -0.6
-0.9 -0.5 0.8
2.3 0.2 -4.4
-1.6 0.5 0.9
1.8 -2.2 3.1
-0.2 -0.1 1.7
-0.2 -0.8 -0.6
-0.3 0.9 0.0
0.1 -0.5 0.4
1.9 1.8 -0.4
0.5 -0.9 0.2
-0.7 -0.1 -1.1
1.1 -0.7 0.0
1.9 0.7 -1.4
-0.6 0.5 0.1
0.4 -0.1 0.2
0.4 -0.1 -0.7

The value obtained for the relative energy (zero: lowest compared OMol25 entry of this formula, charge and spin) is 28.75 kJ/mol. The molar mass comes out at 208.7 g mol⁻¹. The calculation puts the gap between HOMO and LUMO at 9.8 eV. As for the SMILES: FC1=CCC=C[C@]1(Cl)c1ccccc1.

---

3.
Formula: C12H10F11IrNO6S3
Source: the Open Molecules 2025 dataset
Level of theory: ωB97M-V with the def2-TZVPD basis set

Each line ends with the natural charge from an NBO analysis.
Positions of all 44 atoms, in Å:
1 Ir -0.1891 -0.0683 -0.7418  1.3219
2 F 1.6650 -1.7699 2.2017  -0.3047
3 C 0.6814 -1.5669 3.0770  0.7510
4 F 1.1146 -0.7972 4.0601  -0.2851
5 F 0.2559 -2.7225 3.5478  -0.2811
6 S -0.7045 -0.6869 2.2371  2.2248
7 O -0.1236 0.5472 1.7252  -0.9497
8 O -1.8204 -0.6562 3.1090  -0.8360
9 N -0.8448 -1.5882 0.8890  -1.2555
10 S -2.2435 -1.9478 0.1703  2.2033
11 O -3.4164 -1.3401 0.6892  -0.8485
12 O -1.8680 -1.6936 -1.2292  -0.9600
13 C -2.4098 -3.7771 0.3430  0.7641
14 F -1.2746 -4.3528 -0.0162  -0.2867
15 F -2.6821 -4.0531 1.6039  -0.2806
16 F -3.3939 -4.1710 -0.4427  -0.2802
17 C -0.8443 -0.7978 -3.9297  -0.2548
18 O -0.5836 0.3015 -3.0396  -0.5698
19 C -1.5052 1.3845 -3.1941  -0.1064
20 C -1.0709 2.4601 -2.2316  -0.0959
21 O -1.0942 1.9553 -0.8817  -0.5723
22 C -2.3423 2.1605 -0.1794  -0.2657
23 H -0.7599 -0.4495 -4.9591  0.2029
24 H -1.8360 -1.2102 -3.7450  0.2024
25 H -0.0891 -1.5546 -3.7349  0.2135
26 H -2.5230 1.0383 -2.9833  0.1970
27 H -1.4648 1.7585 -4.2204  0.2188
28 H -1.7157 3.3364 -2.2997  0.2216
29 H -0.0377 2.7519 -2.4208  0.2250
30 H -2.5565 3.2282 -0.1592  0.2117
31 H -2.1948 1.8000 0.8344  0.2261
32 H -3.1549 1.6155 -0.6630  0.1943
33 F 4.6492 1.5599 3.7315  -0.2553
34 C 4.0578 1.2448 2.5992  0.3192
35 C 3.0623 2.0712 2.0912  0.2728
36 F 2.7203 3.1726 2.7410  -0.2650
37 C 2.4426 1.7310 0.9087  0.3644
38 F 1.5054 2.5389 0.4183  -0.2903
39 C 2.7903 0.5706 0.2133  -0.3705
40 S 2.0000 0.1278 -1.2798  0.1667
41 C 3.8109 -0.2284 0.7303  0.3516
42 F 4.1649 -1.3373 0.0966  -0.2751
43 C 4.4384 0.0966 1.9179  0.3064
44 F 5.3848 -0.6817 2.4154  -0.2700

Force components x, y, z for each atom (eV/Å):
0.0 -0.4 0.0
-0.1 0.0 0.1
0.1 -0.1 0.0
0.0 0.0 0.0
0.0 0.0 0.0
0.0 0.2 -0.1
0.1 0.0 0.2
0.0 0.0 0.0
-0.2 0.3 -0.1
0.1 0.1 -0.1
0.1 0.0 0.0
-0.2 0.0 0.0
0.1 -0.1 0.0
0.0 0.0 0.0
0.0 0.0 0.0
0.0 0.0 0.0
0.0 -0.1 0.0
-0.1 0.0 0.0
0.0 0.0 0.0
0.0 0.0 0.0
-0.1 0.1 0.0
0.0 0.0 0.0
0.0 0.0 0.0
0.0 0.0 0.0
0.0 0.0 0.0
0.0 0.0 0.0
0.0 0.0 0.0
0.0 0.0 0.0
0.0 0.0 0.0
0.0 0.0 0.0
0.0 0.0 0.0
0.0 0.0 0.0
0.0 0.0 0.1
0.0 0.0 -0.1
0.0 0.0 0.0
0.0 0.0 0.0
0.1 -0.1 0.0
0.0 0.0 0.0
0.0 0.1 0.0
0.0 0.0 0.1
0.0 0.1 0.1
0.0 0.0 0.0
-0.1 0.0 0.0
0.0 0.0 0.0

The value obtained for the relative energy (zero: lowest compared OMol25 entry of this formula, charge and spin) is 21.16 kJ/mol. Its spin multiplicity is 5. The molar mass comes out at 761.6 g mol⁻¹. The calculation puts the gap between HOMO and LUMO (spin up / spin down) at 9.5 / 6.3 eV. Its net charge is +1.

---

4.
Formula: C12H10F6N4O6S
Source: the Open Molecules 2025 dataset
Level of theory: ωB97M-V with the def2-TZVPD basis set

Each line ends with the natural charge from an NBO analysis.
Positions of all 39 atoms, in Å:
1 O 2.9613 -2.3205 -0.0383  -0.8885
2 S 2.5699 -1.0522 -0.6053  2.0641
3 O 2.8271 0.1957 0.0848  -0.9196
4 C 3.4199 -0.9473 -2.2926  0.7548
5 F 4.7465 -0.8783 -2.0922  -0.2969
6 F 3.1325 -2.0404 -3.0343  -0.3049
7 F 3.0077 0.1558 -2.9578  -0.3072
8 C 0.8116 -1.0914 -0.9951  -0.4198
9 C -0.0057 0.0806 -0.8485  -0.0456
10 C -1.3366 -0.0751 -1.3401  -0.0076
11 N -2.2050 0.9330 -1.7230  0.4121
12 O -2.1980 2.1455 -1.6037  -0.3410
13 O -3.2408 0.2770 -2.4715  -0.1411
14 N -3.0502 -1.0833 -2.4997  -0.0643
15 C -1.8862 -1.2823 -1.7984  0.1087
16 C -1.0937 -2.4800 -1.6982  -0.0607
17 N -1.5849 -3.8056 -1.9987  0.5053
18 O -2.7931 -4.0027 -2.2368  -0.3526
19 O -0.7409 -4.7356 -2.0021  -0.3987
20 C 0.2680 -2.3283 -1.3541  -0.0969
21 H 0.4181 1.0779 -0.9186  0.2768
22 H 0.9048 -3.2136 -1.3391  0.2856
23 C -1.4183 0.9034 3.1114  -0.4279
24 C -1.2402 0.1668 1.7869  -0.2289
25 N 0.0169 0.6480 1.1677  -0.5327
26 C 0.5526 1.8165 1.9424  -0.1406
27 C 0.6253 3.0966 1.1156  0.9766
28 F 1.1566 4.1242 1.8592  -0.3253
29 F 1.4103 2.9417 0.0091  -0.3223
30 F -0.6118 3.4808 0.6952  -0.3236
31 C -0.3296 1.9759 3.1838  -0.4114
32 H -2.4135 1.3503 3.1718  0.2289
33 H -1.3192 0.2032 3.9459  0.2211
34 H -1.1741 -0.9213 1.9153  0.2161
35 H -2.0694 0.3744 1.1002  0.1994
36 H 0.7203 -0.0850 1.2908  0.3979
37 H 1.6007 1.5777 2.1781  0.2437
38 H -0.7531 2.9839 3.2329  0.2371
39 H 0.3141 1.8340 4.0572  0.2297

Force components x, y, z for each atom (eV/Å):
-0.1 0.8 -0.6
-1.0 0.1 0.2
0.0 -0.7 -0.5
0.2 0.1 -0.4
-1.0 -0.1 -0.2
0.2 0.9 0.7
0.3 -0.9 0.6
0.1 1.0 0.5
1.2 0.4 -1.7
-0.7 1.1 -0.2
0.4 -0.9 -0.4
-0.1 -1.3 -0.1
0.8 0.6 1.0
2.3 0.1 1.6
-2.2 -0.6 -1.8
1.6 0.3 0.5
-0.4 -2.4 -0.6
2.1 1.1 0.5
-1.4 1.7 0.1
-1.9 -0.8 -0.1
0.1 -0.4 -0.3
-0.3 0.2 -0.1
-0.3 -0.2 0.3
-0.1 0.0 -0.3
0.4 -0.7 1.4
0.4 -0.1 -0.6
-0.1 0.5 -0.4
-0.6 -1.1 -0.8
-0.7 0.2 0.9
0.9 -0.2 0.2
0.4 0.3 0.3
0.1 -0.1 0.0
-0.1 0.1 -0.1
-0.1 0.3 -0.1
0.1 0.0 0.1
-0.3 0.4 -0.1
-0.3 0.2 0.0
0.1 -0.2 0.0
-0.3 0.1 0.0

The molar mass comes out at 452.3 g mol⁻¹. The calculation puts the gap between HOMO and LUMO at 7.1 eV.

---

5.
Formula: C12H10IN
Source: the Open Molecules 2025 dataset
Level of theory: ωB97M-V with the def2-TZVPD basis set

Each line ends with the natural charge from an NBO analysis.
Positions of all 24 atoms, in Å:
1 C 1.8815 -2.3153 0.1561  -0.2243
2 C 0.6700 -2.5607 0.7764  -0.1982
3 C 2.0026 -1.2383 -0.7050  -0.1763
4 C -0.4301 -1.7835 0.4639  -0.2474
5 C 0.9284 -0.4042 -0.9755  -0.1276
6 C -0.3304 -0.7251 -0.4309  0.2551
7 C 0.4384 2.0213 0.4833  -0.2036
8 C -0.6051 1.7743 1.2899  -0.2095
9 C 0.7630 1.9747 -0.9606  -0.1977
10 C -1.9606 1.2654 1.1293  -0.3125
11 C 1.1477 0.8957 -1.6440  -0.2046
12 C -2.3877 0.4635 0.1511  0.1031
13 N -1.5163 -0.0523 -0.7835  -0.6917
14 I -4.4398 -0.1158 -0.0287  0.0925
15 H 2.7370 -2.9402 0.3617  0.2136
16 H 0.5638 -3.3615 1.4906  0.2147
17 H 2.9643 -1.0032 -1.1398  0.2112
18 H -1.3889 -1.9931 0.9142  0.2201
19 H 1.2934 2.4537 1.0040  0.2123
20 H -0.4381 2.0465 2.3279  0.2103
21 H 0.8971 2.9623 -1.3902  0.2140
22 H -2.6451 1.5425 1.9184  0.2233
23 H 1.5305 0.9443 -2.6512  0.2179
24 H -1.6757 0.1489 -1.7574  0.4051

Force components x, y, z for each atom (eV/Å):
0.2 0.0 0.0
-0.1 0.1 0.0
0.1 -0.2 0.0
0.0 0.0 0.0
-0.3 -0.1 0.1
0.4 -0.5 0.0
0.0 0.1 0.4
0.4 0.2 0.1
0.2 0.1 -0.3
-0.6 -0.2 -0.1
-1.0 0.0 0.5
0.3 0.2 -0.3
-0.2 0.1 -0.3
0.5 0.2 0.1
0.1 -0.1 0.0
0.0 -0.2 0.0
0.1 0.0 0.0
-0.1 0.0 0.0
-0.1 0.0 0.1
0.2 0.0 0.0
0.0 0.0 -0.2
-0.1 -0.1 0.0
0.1 0.1 -0.1
0.0 0.0 0.1

The value obtained for the relative energy (zero: lowest compared OMol25 entry of this formula, charge and spin) is 0.00 kJ/mol. The molar mass comes out at 295.1 g mol⁻¹. The calculation puts the gap between HOMO and LUMO at 8.4 eV. As for the SMILES: Ic1cccccc2ccccc2[nH]1.

---

6.
Formula: C12H10LuN2O5
Source: the Open Molecules 2025 dataset
Level of theory: ωB97M-V with the def2-TZVPD basis set

Each line ends with the Mulliken charge.
Positions of all 30 atoms, in Å:
1 Lu 0.1152 0.4403 -1.8902  0.8961
2 O 0.1075 3.7649 -1.7410  -0.1055
3 C 0.1170 2.6057 -1.8056  0.3192
4 C 0.1212 -1.7378 -1.8950  0.3609
5 O 0.1233 -2.8923 -1.7306  -0.1287
6 C 2.2762 0.4589 -1.9712  0.4032
7 O 3.4353 0.4501 -1.9681  -0.1083
8 C -2.0479 0.4452 -2.0052  0.3471
9 O -3.2073 0.4412 -1.9624  -0.1073
10 C 0.1134 1.1352 -4.2734  -0.6363
11 H -0.8370 1.7331 -4.3537  0.4211
12 H 1.0625 1.7364 -4.3547  0.4285
13 C 0.1163 -0.2406 -4.2658  -0.5918
14 H 1.0667 -0.8391 -4.3540  0.4419
15 H -0.8316 -0.8424 -4.3534  0.4440
16 N 0.4379 -1.2622 5.2757  -0.2547
17 C -0.4619 -0.5168 4.6023  0.3957
18 O -1.4023 0.0556 5.1416  -0.3376
19 C -0.2836 -0.3974 3.0865  1.2008
20 C 0.7331 -1.0044 2.3473  -0.8208
21 C 0.8119 -0.7834 0.9621  -0.3248
22 N -0.0875 0.0178 0.4044  -0.4147
23 C -1.1022 0.6116 1.0343  -0.1185
24 C -1.2026 0.4088 2.4107  -0.7636
25 H 0.3001 -1.3160 6.2571  0.2754
26 H 1.2558 -1.7670 4.8871  0.1892
27 H 1.4772 -1.6320 2.7962  0.3329
28 H 1.6111 -1.2506 0.3652  0.4197
29 H -1.7962 1.2463 0.4595  0.3919
30 H -2.0217 0.9310 2.8944  0.4449

Force components x, y, z for each atom (eV/Å):
-0.1 -0.3 2.5
0.1 -5.4 -0.3
0.0 9.4 0.6
0.0 -9.3 1.0
0.0 5.6 -0.9
9.3 0.0 0.0
-5.2 0.1 -0.1
-9.2 -0.1 0.0
5.2 0.0 -0.3
0.0 -0.9 -1.5
0.8 -0.7 0.1
-0.8 -0.7 0.1
0.0 0.8 -1.7
-0.9 0.7 0.1
0.9 0.7 0.1
-0.2 0.4 -1.5
1.6 -1.3 0.4
0.0 0.1 -0.3
-0.4 0.5 -0.8
0.1 0.0 -0.3
-0.2 -0.1 2.1
0.1 0.3 -2.9
0.6 -0.6 1.6
-0.8 0.7 -0.5
0.0 -0.2 1.0
-1.1 0.7 0.3
0.2 -0.2 0.2
-0.5 0.3 0.2
0.4 -0.3 0.5
0.1 -0.2 0.4

The value obtained for the relative energy (zero: lowest compared OMol25 entry of this formula, charge and spin) is 31.82 kJ/mol. The molar mass comes out at 437.2 g mol⁻¹. The calculation puts the gap between HOMO and LUMO (spin up / spin down) at 7.0 / 2.1 eV. Its net charge is +3.

---

7.
Formula: C12H10O2
Source: the Open Molecules 2025 dataset
Level of theory: ωB97M-V with the def2-TZVPD basis set

Each line ends with the natural charge from an NBO analysis.
Positions of all 24 atoms, in Å:
1 C 0.8232 -2.0389 1.4593  0.3009
2 C 1.1449 -1.7901 2.7957  -0.2989
3 C 1.1128 -0.5212 3.3364  -0.1604
4 C 0.8092 0.6354 2.5015  -0.2864
5 C 0.6292 0.2723 1.2448  0.3126
6 C -0.1247 1.2198 -1.0161  0.3215
7 C 0.0251 2.3352 -2.1157  -0.2560
8 C -0.7034 2.0560 -3.2058  -0.2396
9 C -1.7695 0.9981 -3.3647  -0.2379
10 C -2.0328 0.0498 -2.1475  -0.1795
11 C -1.1474 0.2861 -1.0910  -0.3371
12 C 0.3537 -0.9937 0.8049  -0.3762
13 H 2.1819 -3.6118 1.7498  0.4625
14 H 1.4992 -2.4706 3.5661  0.2182
15 H 1.0626 -0.5666 4.3664  0.2102
16 H 1.0927 1.6821 2.7194  0.2470
17 H 0.9161 3.1367 -2.2610  0.2508
18 H -0.5737 2.6894 -4.2223  0.2247
19 H -2.5290 0.7009 -4.2907  0.2400
20 H -2.8690 -0.4714 -1.9636  0.2070
21 H -0.9154 -0.3559 -0.0535  0.2239
22 H -0.3668 -1.1555 -0.2318  0.2921
23 O 0.8531 -3.4440 1.1529  -0.6291
24 O 0.5279 1.3581 0.2667  -0.5104

Force components x, y, z for each atom (eV/Å):
0.6 -3.8 3.2
1.0 1.6 1.5
-1.3 0.7 -2.6
2.4 -0.6 2.9
-2.0 2.9 -4.2
0.0 3.1 -0.6
2.9 -2.1 3.0
-3.5 -1.0 -5.2
-1.3 -2.6 2.7
4.8 6.5 -3.4
0.9 -0.4 2.1
-1.2 -2.3 -4.8
-5.4 0.2 -2.5
-0.4 -0.9 -0.7
0.6 0.9 2.1
-0.7 -0.8 0.2
-2.4 -2.0 1.1
-0.2 -1.3 2.7
2.6 1.6 2.2
-2.8 -2.3 -0.1
-4.2 3.4 -3.2
4.5 -1.6 2.7
5.2 1.5 1.6
-0.2 -0.7 -0.8

The value obtained for the relative energy (zero: lowest compared OMol25 entry of this formula, charge and spin) is 970.77 kJ/mol. The molar mass comes out at 186.2 g mol⁻¹. The calculation puts the gap between HOMO and LUMO at 7.4 eV.